# 1
Formula: C31H34Cl2NOP2Pt
Source: the OMol25 dataset
Level of theory: the ωB97M-V functional and the def2-TZVPD basis

Geometry as ORCA input:
```
! RIJCOSX wB97M-V def2-TZVPD def2/J DEFGRID3
* xyz 1 1
Pt -0.26741 -0.34109 0.78364
N -1.78014 -3.83005 2.44022
C -1.54980 -2.60572 1.98125
O -0.50278 -2.37843 1.32976
C -2.54663 -1.50904 2.20913
C -1.81816 -0.16369 2.14943
H -1.10866 -4.55838 2.25794
H -2.60547 -4.04053 2.97278
H -3.09130 -1.67517 3.14357
H -3.27670 -1.59512 1.39984
H -1.23908 -0.04551 3.07389
H -2.52162 0.66541 2.10185
C 2.10349 1.87704 -1.06254
C 1.08838 2.66728 -0.24011
P -0.44614 1.79219 0.23521
C -1.08248 2.89970 1.51981
C -2.05722 3.86373 1.28653
C -2.45848 4.70725 2.31447
C -1.88768 4.59723 3.57229
C -0.90524 3.64356 3.80794
C -0.50794 2.79742 2.78727
C -1.57357 1.96180 -1.17715
C -1.13061 2.31634 -2.44834
C -2.02502 2.39169 -3.50713
C -3.36864 2.11893 -3.30362
C -3.81799 1.75990 -2.03916
C -2.92328 1.66970 -0.98599
C 2.85628 0.84132 -0.22616
P 1.85973 -0.68268 -0.09851
C 2.14710 -1.46635 -1.70047
C 1.07408 -1.65177 -2.56524
C 1.28049 -2.22426 -3.81472
C 2.55425 -2.61168 -4.19681
C 3.62949 -2.43189 -3.33300
C 3.42756 -1.86255 -2.08886
C 2.71819 -1.74853 1.09488
C 2.63877 -3.13234 0.94550
C 3.23030 -3.97079 1.87591
C 3.89843 -3.43758 2.97008
C 3.97129 -2.06266 3.13211
C 3.38144 -1.22063 2.19973
H 2.81314 2.58067 -1.50086
H 1.61701 1.37280 -1.90380
H 0.78028 3.57539 -0.76507
H 1.53629 2.99880 0.70046
H -2.50120 3.97026 0.30613
H -3.21602 5.45587 2.12494
H -2.20632 5.25405 4.37041
H -0.45450 3.55625 4.78736
H 0.24550 2.04036 2.97896
H -0.08960 2.54434 -2.63038
H -1.66858 2.66952 -4.48980
H -4.06602 2.18838 -4.12791
H -4.86752 1.55502 -1.87129
H -3.27803 1.37432 -0.00524
H 3.05211 1.23790 0.77173
H 3.81909 0.58798 -0.67201
H 0.07771 -1.35470 -2.25548
H 0.44302 -2.37407 -4.48156
H 2.71396 -3.06076 -5.16796
H 4.62235 -2.74107 -3.63049
H 4.26602 -1.73829 -1.41290
H 2.12065 -3.55379 0.09282
H 3.17678 -5.04330 1.74301
H 4.36442 -4.09377 3.69297
H 4.49207 -1.64179 3.98162
H 3.44654 -0.15044 2.34644
Cl -2.79137 -1.59095 -1.15236
C -3.45378 -1.76764 -2.78952
Cl -2.34669 -1.19312 -4.03539
H -4.35379 -1.16508 -2.84230
H -3.66077 -2.81720 -2.95978
*
```

Electronic energy   -3054.009751 Ha
Relative energy (zero: lowest compared OMol25 entry of this formula, charge and spin)   6.7 kJ/mol
Max |F|   0.48 eV/Å
Orbital gap   9.210 eV

***

# 2
Formula: C31H34CsN8O7P
Source: the OMol25 dataset
Level of theory: the ωB97M-V functional and the def2-TZVPD basis

Geometry as ORCA input:
```
! RIJCOSX wB97M-V def2-TZVPD def2/J DEFGRID3
* xyz -2 1
Cs -0.66490 0.96521 -0.17140
C -2.77095 -1.82546 -3.69971
C -2.09641 -1.71057 -4.89616
C -0.71355 -1.55877 -4.88099
C -0.05980 -1.52708 -3.66113
N -0.70118 -1.68262 -2.50732
C -2.02844 -1.82693 -2.52135
C 1.41844 -1.20937 -3.58414
C 2.23732 -1.27009 -4.70220
C 3.53059 -0.78346 -4.60625
C 3.96209 -0.23566 -3.41272
C 3.09344 -0.25006 -2.33271
N 1.86613 -0.76108 -2.41283
C 3.47448 0.35113 -1.01211
C 4.22057 1.51785 -0.94778
C 4.49666 2.06215 0.29850
C 4.00169 1.43842 1.42568
C 3.28028 0.26436 1.25967
N 3.03295 -0.27998 0.07144
H -3.84991 -1.87471 -3.65253
H -2.63470 -1.69673 -5.83732
H -0.17202 -1.40596 -5.80700
H -2.51315 -1.85013 -1.55073
H 1.87187 -1.67567 -5.63643
H 4.19113 -0.81559 -5.46468
H 4.95987 0.17190 -3.31176
H 4.53361 2.01980 -1.85525
H 5.05415 2.98642 0.38069
H 4.12842 1.86560 2.41018
H 2.85826 -0.24918 2.11703
O -3.47335 -0.52570 1.97753
C -3.03715 -0.50220 0.81462
O -1.92654 -1.01428 0.39877
C -3.80058 0.25695 -0.29261
O -4.66125 -0.38734 -0.93817
O -3.40357 1.45312 -0.46575
C 3.47728 5.66658 0.23913
C 2.70649 5.80558 1.54911
C 1.24183 5.32958 1.48102
C 0.51785 5.73494 2.76798
C -0.94825 5.30888 2.79096
C 0.60483 6.04019 0.30499
O 0.39462 7.24571 0.31134
N 0.35628 5.26971 -0.77947
C 0.46714 3.84496 -0.85572
O 0.15987 3.34367 -1.93088
N 0.88023 3.15727 0.22346
C 1.24948 3.78093 1.36135
O 1.64073 3.16671 2.35396
H 4.53479 5.90117 0.38577
H 3.08888 6.34728 -0.52280
H 3.40259 4.65179 -0.15545
H 2.70407 6.85222 1.86222
H 3.17812 5.21313 2.33534
H 0.59944 6.81866 2.87428
H 1.05404 5.26079 3.59170
H -1.50576 5.75703 1.96532
H -1.43014 5.61710 3.72042
H -1.04457 4.22453 2.71392
H -0.04699 5.71011 -1.59290
C 1.98695 -4.88688 1.90790
N 1.12319 -4.48673 0.80558
C -0.23179 -4.97257 1.07361
N -0.76803 -4.56630 2.37143
C 0.16499 -4.97143 3.41156
N 1.52985 -4.46800 3.23714
C 1.55286 -2.99516 3.35243
P 0.50962 -2.06991 2.10425
C 1.13757 -3.02008 0.63132
C -1.01210 -3.10868 2.40135
H 2.98761 -4.48198 1.73683
H 2.04800 -5.97983 1.91202
H -0.21258 -6.06620 1.03790
H -0.89753 -4.60218 0.29159
H 0.21592 -6.06481 3.42581
H -0.21422 -4.62705 4.37656
H 2.59362 -2.66617 3.25968
H 1.21971 -2.71739 4.35567
H 2.15692 -2.69366 0.42056
H 0.54046 -2.74215 -0.24060
H -1.74351 -2.81745 1.64934
H -1.43634 -2.83160 3.36842
*
```

Electronic energy   -2528.102848 Ha
Relative energy (zero: lowest compared OMol25 entry of this formula, charge and spin)   97.7 kJ/mol
Max |F|   2.73 eV/Å
Orbital gap   5.072 eV